Run 1
# H16O8

A 8-piece molecular cluster, H16O8 overall (the ωB97M-V functional and the def2-TZVPD basis, the OMol25 dataset).

Each line ends with the Mulliken charge.
Cartesian coordinates (Å):
O  -2.294  0.322  -3.690  -0.590
H  -2.911  -0.313  -4.056  0.303
H  -1.654  -0.210  -3.218  0.302
O  0.110  1.261  -2.716  -0.620
H  -0.276  1.963  -3.239  0.292
H  0.887  0.994  -3.207  0.282
O  2.210  -0.967  0.514  -0.703
H  2.891  -1.426  1.007  0.328
H  2.577  -0.867  -0.365  0.246
O  2.308  0.319  2.877  -0.638
H  2.014  -0.124  2.081  0.307
H  3.223  0.056  2.974  0.331
O  -1.412  3.240  -0.324  -0.611
H  -1.296  2.394  0.108  0.283
H  -2.212  3.140  -0.839  0.321
O  -0.106  0.032  -0.094  -0.590
H  0.175  0.249  -0.983  0.237
H  0.624  -0.467  0.273  0.620
O  -0.076  -1.704  3.007  -0.618
H  0.524  -0.965  3.114  0.345
H  0.489  -2.438  2.766  0.361
O  -2.294  -1.437  1.470  -0.053
H  -1.583  -1.915  1.897  0.443
H  -1.917  -1.135  0.644  0.420

Summary:
Charge: +1
Multiplicity: 2
Frontier orbital gap (spin up / spin down), Eh: 0.3696 / 0.1006



Run 2
# H16O8

A 8-piece molecular cluster, H16O8 overall (the ωB97M-V functional and the def2-TZVPD basis, the OMol25 dataset).

Each line ends with the Mulliken charge.
Cartesian coordinates (Å):
O  -1.817  -0.991  0.416  -0.665
H  -1.446  -0.561  1.187  0.341
H  -1.704  -1.927  0.586  0.323
O  -0.769  3.219  0.279  -0.620
H  0.138  2.932  0.166  0.315
H  -0.774  4.125  -0.028  0.312
O  2.787  -1.313  2.227  -0.648
H  2.019  -0.749  2.136  0.357
H  2.467  -2.079  2.704  0.312
O  0.366  0.103  2.266  -0.689
H  0.077  1.003  2.415  0.306
H  0.241  -0.332  3.110  0.348
O  -3.986  -0.137  -1.066  -0.320
H  -3.088  -0.331  -0.799  0.425
H  -4.252  0.591  -0.504  0.382
O  0.332  2.060  -3.804  -0.464
H  0.677  1.595  -4.566  0.366
H  0.393  1.427  -3.089  0.354
O  0.609  0.087  -0.940  -0.527
H  -0.334  0.025  -0.791  0.357
H  0.970  0.337  -0.089  0.284
O  2.180  -3.080  -0.946  -0.541
H  2.883  -3.613  -0.573  0.344
H  2.030  -2.392  -0.297  0.346

Summary:
Charge: +1
Multiplicity: 2
Frontier orbital gap (spin up / spin down), Eh: 0.4099 / 0.0873



Which structure wins on stability? run 1 wins.



Run 1
# C5H18N2O3

A 3-piece molecular cluster, C5H18N2O3 overall (the ωB97M-V functional and the def2-TZVPD basis, the OMol25 dataset).

Each line ends with the Mulliken charge.
Cartesian coordinates (Å):
C  1.901  -0.236  -1.236  -1.025
N  0.766  0.674  -1.278  0.070
C  0.446  1.231  -2.587  -0.991
C  -0.403  0.055  -0.624  -0.889
C  -0.692  0.718  0.737  0.130
N  -0.106  0.119  1.923  -0.588
C  -2.071  1.290  1.040  -0.749
O  -1.937  2.457  1.828  -0.554
H  2.278  -0.190  -0.240  0.361
H  1.690  -1.247  -1.544  0.340
H  2.742  0.028  -1.878  0.351
H  1.333  1.311  -3.223  0.327
H  -0.299  0.648  -3.134  0.337
H  0.145  2.280  -2.476  0.265
H  -0.237  -1.018  -0.658  0.137
H  -1.276  0.341  -1.185  0.611
H  -0.168  1.669  0.674  0.248
H  0.888  -0.042  1.882  0.239
H  -0.529  -0.723  2.297  0.244
H  -2.619  1.568  0.143  0.392
H  -2.689  0.621  1.592  0.339
H  -1.748  2.141  2.718  0.324
O  -0.863  -3.044  -2.015  -0.628
H  -1.006  -2.144  -2.332  0.368
H  -0.909  -2.957  -1.060  0.335
O  2.522  -2.104  2.281  -0.623
H  2.540  -2.969  1.876  0.309
H  1.690  -1.926  2.710  0.317

Summary:
Charge: 0
Structure (SMILES): CN(C)C[C@H](N)CO.O.O
Frontier orbital gap, Eh: 0.3266



Run 2
# C5H18N2O3

A 3-piece molecular cluster, C5H18N2O3 overall (the ωB97M-V functional and the def2-TZVPD basis, the OMol25 dataset).

Each line ends with the Mulliken charge.
Cartesian coordinates (Å):
C  1.497  1.822  2.228  -0.965
N  0.640  0.984  1.413  -0.307
C  -0.202  1.439  0.347  0.151
C  -1.588  1.793  1.110  -0.738
O  -2.171  0.634  1.703  -0.523
C  -0.614  0.183  -0.497  -0.438
C  0.189  0.208  -1.853  -0.801
N  -0.213  -0.866  -2.777  -0.692
H  2.234  1.154  2.695  0.319
H  2.034  2.488  1.544  0.330
H  1.018  2.371  3.050  0.281
H  0.155  0.313  1.981  0.283
H  0.050  2.266  -0.298  0.550
H  -1.352  2.336  2.036  0.327
H  -2.328  2.297  0.492  0.334
H  -2.452  -0.003  1.062  0.311
H  -0.144  -0.725  -0.146  -0.329
H  -1.675  0.040  -0.709  0.638
H  0.200  1.072  -2.522  0.409
H  1.165  -0.053  -1.432  0.339
H  -1.021  -0.562  -3.298  0.244
H  -0.536  -1.709  -2.309  0.269
O  1.760  -2.894  -1.140  -0.648
H  1.372  -2.829  -1.995  0.326
H  2.721  -2.713  -1.172  0.294
O  -0.639  -3.184  0.214  -0.667
H  -0.305  -2.297  0.382  0.340
H  0.204  -3.566  -0.108  0.363

Summary:
Charge: 0
Structure (SMILES): CN[C@H](CO)CCN.O.O
Frontier orbital gap, Eh: 0.3252



Which structure wins on stability? run 1 wins.



Run 1
# C5H5ClFN

C5H5ClFN as an isolated structure (the ωB97M-V functional and the def2-TZVPD basis, the OMol25 dataset).

Each line ends with the Mulliken charge.
Cartesian coordinates (Å):
C  -0.356  0.379  -0.004  0.624
C  0.530  -0.393  0.932  -0.123
C  0.627  -0.316  -1.006  -0.087
C  2.014  0.218  -0.612  -0.714
C  1.879  0.156  0.748  -0.469
H  0.236  -0.621  1.996  0.406
H  -0.372  -1.948  -0.075  0.283
H  0.436  -0.389  -2.077  0.451
H  2.848  0.556  -1.211  0.401
H  2.592  0.417  1.586  0.326
N  0.564  -1.480  -0.083  -0.608
F  -0.334  1.708  -0.009  -0.273
Cl  -2.050  -0.194  0.005  -0.216

Summary:
Charge: 0
Frontier orbital gap, Eh: 0.3884



Run 2
# C5H5ClFN

One molecule with the formula C5H5ClFN (the ωB97M-V functional and the def2-TZVPD basis, the OMol25 dataset).

Each line ends with the Mulliken charge.
Cartesian coordinates (Å):
F  -1.225  1.841  0.790  -0.198
N  -0.898  1.119  -0.351  -0.101
C  0.512  1.059  -0.703  -0.396
C  1.360  0.062  0.078  -0.483
C  0.816  -1.058  0.484  -0.185
C  -0.568  -1.284  0.466  -0.379
C  -1.376  -0.360  0.003  0.434
Cl  -3.036  -0.601  -0.224  -0.183
H  0.989  2.122  -0.626  0.327
H  0.665  0.714  -1.698  0.241
H  2.409  0.345  0.225  0.365
H  1.537  -1.727  0.989  0.311
H  -1.185  -2.233  0.565  0.246

Summary:
Charge: 0
Structure (SMILES): FN1CC=CC=C1Cl
Frontier orbital gap, Eh: 0.3485



Which structure wins on stability? run 1 wins.



Run 1
# CHO3Rb

CHO3Rb as an isolated structure (the ωB97M-V functional and the def2-TZVPD basis, the OMol25 dataset).

Each line ends with the Mulliken charge.
Cartesian coordinates (Å):
Rb  -0.294  1.680  2.924  0.983
O  0.476  -1.155  -1.060  -0.463
C  -0.313  -0.115  -0.575  0.608
O  0.260  0.586  0.331  -0.791
O  -1.440  0.007  -1.013  -0.632
H  1.310  -1.003  -0.608  0.295

Summary:
Charge: 0
Frontier orbital gap, Eh: 0.2431



Run 2
# CHO3Rb

CHO3Rb as an isolated structure (the ωB97M-V functional and the def2-TZVPD basis, the OMol25 dataset).

Each line ends with the Mulliken charge.
Cartesian coordinates (Å):
Rb  -1.418  0.174  3.051  0.967
O  0.098  0.572  -1.408  -0.460
C  0.354  -0.001  -0.217  0.628
O  0.502  0.640  0.826  -0.767
O  0.375  -1.215  -0.234  -0.685
H  0.088  -0.170  -2.018  0.318

Summary:
Charge: 0
Frontier orbital gap, Eh: 0.2297



Which structure wins on stability? run 1 wins.